1.
Density functional theory data (the ωB97M-V functional and the def2-TZVPD basis) for a structure of composition C44H25F11N12O8S3SeV.

```
105
Properties=species:S:1:pos:R:3:forces:R:3
V -0.2309 -0.8279 -0.4340 -0.41 0.85 0.79
C 1.3449 2.6792 -2.0149 -0.04 -0.37 0.47
C 1.0569 1.6313 -1.1616 0.58 1.23 -0.24
N 0.5361 0.4835 -1.6045 0.20 1.05 -1.12
C 0.5038 0.3657 -2.9555 0.00 -0.01 -0.33
C 0.8067 1.4355 -3.7987 -0.12 -0.42 0.32
N 1.1818 2.6067 -3.3349 0.14 0.28 -0.43
C 0.1814 -0.9842 -3.3136 0.25 0.29 -0.75
C 0.4487 -1.6196 -4.5226 -0.18 -0.05 0.30
C 0.2061 -2.9859 -4.6578 -0.18 0.27 0.45
C -0.4212 -3.6225 -3.5800 0.11 0.38 0.02
C -0.6730 -2.9184 -2.4142 -0.10 -0.80 -0.22
N -0.2950 -1.6309 -2.2253 -0.38 -0.01 -0.55
C -1.2741 -3.4179 -1.2096 0.04 -0.38 -0.30
C -1.8937 -4.6489 -0.9981 0.13 0.50 0.06
N -2.3891 -4.9762 0.1769 -0.23 -0.57 -0.09
C -2.2867 -4.0757 1.1480 0.28 0.64 0.10
C -1.6765 -2.8408 0.9585 -0.64 -0.88 0.83
N -1.1683 -2.4993 -0.2219 -0.52 -1.07 -0.12
C 0.6720 -3.7461 -5.8255 0.16 -0.19 -0.24
C 0.6537 -3.2272 -7.1196 0.01 -0.15 0.14
C 1.1553 -3.9978 -8.1565 -0.14 0.30 0.04
N 1.6648 -5.2058 -7.9914 0.24 -0.29 -0.44
C 1.6966 -5.6978 -6.7659 -0.10 -0.10 0.34
C 1.2150 -5.0221 -5.6577 -0.11 0.21 -0.15
H 1.7169 3.6161 -1.6291 0.08 0.08 0.17
H 1.2573 1.7297 -0.1103 -0.04 -0.02 -0.17
H 0.7211 1.3307 -4.8703 -0.05 -0.08 -0.14
H 0.9114 -1.0610 -5.3210 0.08 0.07 -0.06
H -0.7039 -4.6605 -3.6552 -0.02 -0.12 0.07
H -2.0060 -5.3694 -1.7975 0.09 0.01 -0.10
H -2.7171 -4.3174 2.1072 0.01 0.01 0.05
H -1.6437 -2.1190 1.7594 0.10 -0.13 -0.04
H 0.2352 -2.2542 -7.3212 -0.06 0.14 -0.02
H 1.1485 -3.6322 -9.1740 -0.06 0.14 -0.08
H 2.1276 -6.6843 -6.6634 0.04 -0.10 0.07
H 1.2829 -5.4650 -4.6771 0.03 -0.06 0.12
F -4.3280 -1.3485 0.4479 0.04 0.32 0.28
C -3.8519 -0.1081 0.3247 -0.03 -0.34 -0.15
F -4.7894 0.6305 -0.2612 0.13 0.20 0.40
F -2.8191 -0.1975 -0.5686 -0.17 0.25 0.21
S -3.1373 0.6237 1.9547 -0.87 -0.59 -1.53
O -1.8593 -0.0425 1.9258 0.05 0.05 0.07
O -3.2087 2.0260 1.7069 -0.52 0.19 0.57
N -4.0295 0.2079 3.1574 -0.07 0.29 0.14
S -3.6948 -1.1696 3.8668 0.41 -0.95 0.28
O -4.5564 -1.4136 4.9698 -0.24 0.52 0.26
O -3.5027 -2.2379 2.9300 0.02 -0.14 0.08
C -1.9790 -0.9640 4.6548 0.07 -0.33 0.26
F -1.6967 0.2976 4.9359 -0.06 0.21 -0.06
F -0.9979 -1.4683 3.8904 -0.06 -0.04 -0.02
F -1.9302 -1.6582 5.7970 -0.33 0.00 0.00
Se 4.4236 -0.6938 -2.3020 -0.33 -0.23 0.29
N 4.9218 -1.9358 -1.1737 0.64 -0.77 0.59
C 3.8716 -2.3194 -0.4615 0.10 0.79 -0.86
C 3.8525 -3.3320 0.5063 -0.66 -0.54 0.77
C 2.6561 -3.5388 1.1467 1.27 -0.39 -0.39
C 1.5277 -2.7733 0.8376 -0.33 0.22 -0.51
N 1.4693 -1.8522 -0.1226 -0.23 -0.56 1.05
C 2.6364 -1.6247 -0.7760 1.49 0.31 -1.09
N 2.7587 -0.7524 -1.7632 -0.49 0.00 0.18
H 4.7479 -3.8850 0.7351 0.09 -0.14 0.03
H 2.5745 -4.2876 1.9186 -0.06 -0.07 0.09
H 0.6290 -2.9394 1.4182 0.01 0.02 -0.07
O -0.7221 3.5089 1.5579 0.50 0.20 0.91
C -1.3415 2.8773 0.5447 0.40 -0.42 -1.08
O -1.0653 1.7607 0.1572 -0.06 0.58 0.43
C -2.2190 3.8403 -0.1439 -0.18 0.10 -0.19
C -2.7037 3.5480 -1.4132 0.28 -0.13 0.34
C -3.4774 4.4584 -2.1235 -0.23 0.36 -0.02
C -3.7547 5.6616 -1.5123 0.35 -0.10 0.62
O -4.4678 6.7278 -1.9678 0.05 -0.37 -0.26
C -4.4527 7.6910 -0.9267 -0.56 1.06 -0.04
O -3.7039 7.1852 0.1544 0.20 -0.17 0.26
C -3.2878 5.9428 -0.2224 -0.06 -0.39 -0.48
C -2.5296 5.0554 0.4872 -0.21 0.24 -0.19
H -2.4647 2.5907 -1.8498 0.06 -0.10 -0.06
H -3.8445 4.2247 -3.1070 -0.08 0.01 -0.18
H -5.4843 7.8943 -0.5952 0.26 -0.14 -0.12
H -3.9919 8.6250 -1.2902 -0.08 -0.33 0.04
H -2.2100 5.2797 1.4883 0.10 0.03 0.12
C 2.9866 0.4208 6.4468 0.03 0.04 0.12
C 3.1129 -0.0912 5.0564 0.46 -0.18 -0.20
C 4.1300 -0.9552 4.6349 -0.26 0.07 -0.06
C 4.0434 -1.4356 3.3428 0.03 -0.02 0.28
N 3.0526 -1.1085 2.5212 -0.09 0.41 -0.25
C 2.1858 -0.2405 2.9969 0.13 -0.35 -0.07
S 0.8073 0.2740 1.9775 0.48 0.41 0.30
N 2.1753 0.2912 4.2008 -0.44 0.16 0.27
H 3.9301 0.3815 6.9834 0.06 0.02 0.05
H 2.2586 -0.1922 6.9800 -0.01 -0.02 0.04
H 2.5966 1.4351 6.4261 0.03 0.06 0.05
H 4.9318 -1.2507 5.2909 0.08 -0.02 0.09
H 4.7725 -2.1191 2.9328 0.17 -0.12 0.04
F -0.8313 2.2453 3.4127 0.49 0.39 -0.15
C 0.0528 2.9055 2.5999 -0.57 -0.01 0.12
C 1.1347 1.9804 2.1610 0.54 -0.13 -0.40
C 2.4223 2.4540 1.9769 -0.43 -0.90 -0.64
F 3.3253 1.6468 1.3753 -0.19 0.56 0.40
C 2.8320 3.7086 2.3948 0.79 0.40 0.01
F 4.0784 4.1533 2.1510 -1.01 -0.32 0.24
C 1.9225 4.4928 3.1459 -0.39 0.46 0.47
F 2.3533 5.6308 3.7075 -0.05 -0.38 -0.26
C 0.6399 4.0876 3.3212 -0.21 0.51 0.29
F -0.2237 4.7999 4.0592 0.58 -0.37 -0.49
```
Forces are in eV/Å.

expectation value of S²: 0.801
HOMO (alpha / beta): -6.32 / -6.33 eV
spin multiplicity: 2
HOMO-LUMO gap (alpha / beta): 0.1694 / 0.1430 Eh

2.
Density functional theory data (the ωB97M-V functional and the def2-TZVPD basis) for a structure of composition C44H27ClN13O4SY.

```
91
Properties=species:S:1:pos:R:3:forces:R:3
Y 0.0645 0.1689 0.0633 -1.23 0.22 0.22
C 3.0095 3.1935 -5.0806 -0.01 -0.01 0.00
C 2.6918 2.0168 -5.7644 0.00 -0.01 0.01
C 2.2558 0.8870 -5.0869 0.00 0.01 -0.03
C 2.1369 0.9779 -3.7109 0.00 -0.02 0.01
C 1.7110 0.0099 -2.6910 0.04 -0.03 0.03
N 1.4599 -1.2560 -2.9468 0.01 -0.02 -0.01
C 1.1533 -2.1455 -1.9972 0.02 0.00 0.02
C 1.2504 -3.5861 -2.1994 0.00 0.02 0.00
C 1.6070 -4.3537 -3.3018 0.01 -0.01 -0.02
C 1.6168 -5.7284 -3.1476 0.00 0.00 0.01
C 1.2965 -6.3233 -1.9176 0.00 0.01 -0.01
C 0.9510 -5.5582 -0.8180 -0.01 -0.01 0.01
C 0.9180 -4.1779 -0.9790 -0.01 -0.01 0.01
C 0.6043 -3.0904 -0.0636 -0.02 0.01 0.01
N 0.2411 -3.2729 1.1937 -0.02 0.00 0.03
C 0.2028 -2.3124 2.1057 0.09 0.02 0.00
N 0.6533 -1.0354 1.9623 0.03 0.03 -0.03
C 0.5822 -0.3975 3.1627 0.14 -0.06 0.00
N 1.0723 0.8002 3.4573 -0.02 -0.02 0.04
C 1.6323 1.6030 2.5665 0.08 0.00 -0.06
N 1.5928 1.4840 1.2003 0.20 0.00 0.01
C 2.2831 2.5048 0.6440 0.02 0.00 -0.02
N 2.4937 2.7408 -0.6533 0.00 0.01 0.00
C 2.2097 1.8848 -1.6064 0.03 -0.01 0.00
N 1.7220 0.6155 -1.4692 0.08 -0.06 -0.04
C 2.4545 2.1496 -3.0302 0.00 0.00 0.04
C 2.9008 3.2748 -3.7000 0.02 0.02 0.00
C 2.7910 3.3727 1.7007 -0.02 -0.02 -0.03
C 3.5492 4.5358 1.6693 0.01 0.03 0.01
C 3.8749 5.1207 2.8804 -0.01 -0.01 0.00
C 3.4611 4.5539 4.0947 0.00 0.00 -0.01
C 2.7126 3.3906 4.1266 0.00 0.01 0.02
C 2.3764 2.8085 2.9098 -0.01 0.00 0.01
C -0.0245 -1.2939 4.1408 0.01 0.03 0.01
C -0.3621 -1.1322 5.4791 -0.01 0.00 0.03
C -0.9519 -2.2040 6.1274 0.01 0.00 -0.01
C -1.1877 -3.4148 5.4594 0.01 0.01 -0.01
C -0.8376 -3.5801 4.1304 -0.01 -0.02 0.02
C -0.2561 -2.5014 3.4774 0.02 -0.02 -0.03
N 0.7460 -1.8987 -0.7314 0.05 -0.08 0.03
H 3.3412 4.0563 -5.6435 0.00 0.00 0.00
H 2.7848 1.9919 -6.8424 0.00 0.00 0.00
H 2.0078 -0.0284 -5.6075 0.00 0.00 0.00
H 1.8658 -3.8836 -4.2414 0.00 0.00 0.01
H 1.8824 -6.3607 -3.9849 0.00 0.01 0.00
H 1.3254 -7.4021 -1.8323 0.00 0.00 0.00
H 0.7085 -6.0079 0.1361 0.00 0.00 -0.01
H 3.1401 4.1815 -3.1610 0.00 -0.01 0.00
H 3.8675 4.9606 0.7266 0.00 0.00 0.01
H 4.4620 6.0296 2.8966 0.00 0.00 0.00
H 3.7397 5.0373 5.0223 0.00 0.00 0.00
H 2.4002 2.9405 5.0599 0.00 0.01 0.00
H -0.1621 -0.1985 5.9895 0.00 -0.01 0.00
H -1.2296 -2.1151 7.1701 0.00 0.00 0.00
H -1.6466 -4.2333 5.9993 0.00 0.00 0.00
H -1.0127 -4.5117 3.6083 0.00 0.01 0.00
N -1.2792 1.9631 1.7845 0.04 -0.10 -0.05
N -2.2239 1.6067 2.7469 0.00 -0.02 -0.03
C -2.8497 0.4165 2.6784 0.04 0.01 0.05
N -3.7403 0.1902 3.6719 -0.01 -0.01 -0.02
S -2.6274 -0.6894 1.4489 0.06 -0.09 -0.07
H -0.5475 2.4965 2.2390 0.02 0.00 -0.03
H -1.6846 2.5030 1.0233 -0.03 0.02 0.03
H -2.6027 2.3293 3.3407 0.01 0.00 0.01
H -3.6547 0.6869 4.5439 0.01 0.00 0.00
H -4.1129 -0.7428 3.7180 0.00 0.00 0.00
O -3.0312 2.9672 -4.5838 -0.06 -0.15 -0.20
C -3.7236 1.8537 -4.4129 -0.29 0.37 0.45
O -4.7611 1.6481 -4.9895 0.09 -0.16 -0.19
C -3.2133 0.8904 -3.3896 0.07 -0.04 -0.12
C -3.7116 -0.3813 -3.1833 0.05 -0.06 -0.05
Cl -4.9542 -1.2218 -3.9704 0.01 -0.02 0.03
N -2.9899 -0.9659 -2.2028 0.03 -0.06 0.00
N -2.0441 -0.1304 -1.7365 0.12 0.13 0.02
C -2.1794 0.9885 -2.4343 0.11 0.02 -0.05
C -1.2830 2.1408 -2.0710 0.08 -0.07 0.05
O -1.1118 3.0563 -2.8721 -0.01 0.09 0.07
O -0.7634 2.0469 -0.9098 0.06 0.13 -0.12
C -3.1937 -2.2629 -1.6318 -0.01 0.01 0.02
C -4.3350 -2.4931 -0.8799 -0.01 0.03 0.02
C -4.5375 -3.7483 -0.3319 0.01 -0.02 -0.01
C -3.6024 -4.7551 -0.5366 -0.01 0.03 0.01
C -2.4653 -4.5092 -1.2917 0.01 -0.02 -0.01
C -2.2568 -3.2553 -1.8475 0.01 -0.03 -0.05
H -2.2321 3.0143 -3.9864 0.10 0.03 0.00
H -5.0435 -1.6908 -0.7212 0.00 -0.01 -0.01
H -5.4233 -3.9386 0.2595 0.00 0.00 0.00
H -3.7614 -5.7355 -0.1068 0.00 0.00 0.00
H -1.7376 -5.2922 -1.4567 0.00 0.01 0.00
H -1.3866 -3.0499 -2.4573 0.01 0.00 0.00
```
Forces are in eV/Å.

energy relative to the best compared isomer or geometry (same formula, charge and spin): 0.000 eV
HOMO (alpha / beta): -6.52 / -6.52 eV
spin multiplicity: 1
HOMO-LUMO gap (alpha / beta): 0.1830 / 0.1829 Eh

| no. | E_tot (eV) | maximum force (eV/A) |
| --- | --- | --- |
| 1 | -233720.85459 | 1.87 |
| 2 | -98037.30356 | 1.27 |